Record 1
{"formula": "C6H28O8", "method": "ωB97M-V/def2-TZVPD", "symbols": ["O", "O", "O", "O", "O", "O", "O", "O", "C", "C", "C", "C", "C", "C", "H", "H", "H", "H", "H", "H", "H", "H", "H", "H", "H", "H", "H", "H", "H", "H", "H", "H", "H", "H", "H", "H", "H", "H", "H", "H", "H", "H"], "xyz": [[0.035, 2.794, 6.616], [-2.658, 6.284, 4.097], [3.573, -6.490, 2.142], [1.888, 4.946, -4.792], [-2.442, -0.313, -0.395], [-6.643, -0.189, -4.511], [-2.843, -5.817, -2.410], [2.788, 5.794, 1.579], [1.847, 3.687, -5.543], [-2.095, 0.376, 0.838], [-0.547, 0.513, 0.804], [3.030, 2.736, -5.254], [1.882, -7.202, 3.798], [2.340, -6.225, 2.683], [1.163, 5.473, -5.135], [2.880, 1.719, -5.616], [2.376, 5.498, 0.768], [-3.534, -6.478, -2.445], [-0.269, 1.268, 0.069], [2.117, 5.665, 2.250], [1.753, -8.165, 3.304], [-2.162, -1.231, -0.361], [-2.394, -0.375, 1.570], [4.217, -6.132, 2.758], [-2.417, -5.870, -3.266], [2.412, -5.234, 3.133], [3.235, 2.749, -4.183], [-0.127, 0.821, 1.762], [-6.030, -0.406, -3.809], [-0.518, 3.539, 6.383], [1.591, -6.221, 1.892], [0.068, -0.338, 0.512], [-2.731, 1.203, 1.154], [-2.473, 6.614, 3.218], [3.896, 3.127, -5.788], [-6.746, -1.005, -5.000], [0.876, -6.884, 4.071], [1.954, 4.016, -6.576], [0.843, 3.294, -5.379], [-3.343, 6.862, 4.432], [0.708, 2.772, 5.936], [2.501, -7.172, 4.694]], "mulliken_charge": [-0.636, -0.636, -0.516, -0.539, -0.520, -0.639, -0.642, -0.634, -0.219, -0.267, -0.887, -0.924, -0.893, -0.333, 0.304, 0.316, 0.321, 0.320, 0.251, 0.313, 0.250, 0.302, 0.222, 0.313, 0.321, 0.279, 0.269, 0.294, 0.322, 0.323, 0.288, 0.301, 0.306, 0.317, 0.257, 0.318, 0.300, 0.233, 0.303, 0.320, 0.312, 0.312], "gap_ev": 10.3, "energy_ha": -847.21204, "relative_energy_ev": 3.754, "smiles": "CCO.CCO.CCO.O.O.O.O.O"}

***

Record 2
{"formula": "C27H31ClN4O10", "method": "ωB97M-V/def2-TZVPD", "symbols": ["Cl", "O", "O", "O", "O", "O", "O", "O", "O", "O", "O", "N", "N", "N", "N", "C", "C", "C", "C", "C", "C", "C", "C", "C", "C", "C", "C", "C", "C", "C", "C", "C", "C", "C", "C", "C", "C", "C", "C", "C", "C", "C", "H", "H", "H", "H", "H", "H", "H", "H", "H", "H", "H", "H", "H", "H", "H", "H", "H", "H", "H", "H", "H", "H", "H", "H", "H", "H", "H", "H", "H", "H", "H"], "xyz": [[-1.625, 0.907, -0.940], [1.809, -2.722, -0.071], [-4.342, 7.109, 7.492], [-4.897, 2.499, 4.866], [5.105, -3.035, -2.433], [2.795, 4.884, -0.395], [1.505, -1.604, -1.799], [-1.426, 5.292, 1.811], [4.926, -10.949, -3.905], [2.057, -3.747, -2.028], [4.788, -6.135, -6.186], [6.475, -3.111, -4.237], [-2.287, 4.902, -0.322], [-6.415, 0.571, 1.571], [4.457, -4.183, -4.267], [-1.622, 4.433, 0.914], [4.063, -9.578, -5.619], [5.650, -7.506, -4.472], [-4.333, 2.217, 1.866], [-2.444, 3.632, -1.141], [0.534, 1.007, 2.543], [-5.648, 1.527, 2.296], [1.137, 1.640, 1.202], [-4.590, 0.779, -0.366], [0.267, 2.822, 0.553], [-2.392, 2.378, -0.143], [-5.795, 5.556, 6.472], [-3.304, 5.214, 6.546], [-3.760, 1.814, 0.468], [4.819, -7.245, -5.660], [-3.445, 4.054, 5.887], [-4.769, 3.563, 5.473], [5.327, -3.419, -3.569], [-1.288, 2.830, 0.941], [-5.935, 4.396, 5.813], [1.511, 0.444, 0.174], [-4.469, 6.047, 6.887], [5.687, -8.716, -3.898], [4.895, -9.840, -4.430], [1.804, -2.748, -1.338], [-5.876, 0.238, 0.293], [4.027, -8.368, -6.191], [-3.347, 3.778, -1.821], [1.303, 0.394, 3.142], [4.624, -4.509, -5.205], [-2.336, 5.588, 6.856], [1.977, 5.391, -0.331], [6.293, -8.924, -3.025], [1.410, 0.746, -0.919], [-0.389, 0.352, 2.389], [-6.903, 4.022, 5.503], [-1.627, 2.571, 1.996], [-4.295, 0.420, -1.407], [3.592, -4.433, -3.806], [-6.046, 1.817, 3.336], [6.676, -3.417, -5.172], [2.583, 0.060, 0.370], [7.149, -2.543, -3.752], [0.784, -0.434, 0.341], [0.406, 2.802, -0.595], [6.225, -6.670, -4.092], [2.152, 2.112, 1.498], [3.420, -8.160, -7.065], [-3.273, 5.205, -0.192], [-6.642, 6.180, 6.729], [0.722, 3.821, 0.892], [-6.459, -0.548, -0.316], [-3.772, 2.969, 2.519], [3.216, 5.010, 0.464], [-1.544, 3.657, -1.859], [0.233, 1.880, 3.230], [3.488, -10.414, -5.998], [-2.597, 3.430, 5.630]], "mulliken_charge": [-0.111, -0.616, -0.657, -0.643, -0.624, -0.638, -0.600, -0.647, -0.644, -0.690, -0.712, -0.406, -0.437, -0.595, -0.244, 0.156, -0.382, -0.174, -0.162, -0.808, -1.346, -0.260, 0.717, -0.609, -0.931, 1.135, -0.417, -0.480, 0.112, 0.488, -0.231, 0.375, 0.544, 0.281, -0.357, -1.198, 0.301, -0.394, 0.299, 0.787, -0.209, -0.359, 0.410, 0.373, 0.212, 0.390, 0.327, 0.392, 0.215, 0.244, 0.398, 0.381, 0.319, 0.211, 0.379, 0.158, 0.290, 0.209, 0.236, 0.283, 0.301, 0.262, 0.382, 0.374, 0.370, 0.149, 0.294, 0.126, 0.313, 0.260, 0.301, 0.364, 0.462], "total_charge": -2, "gap_ev": 1.1, "energy_ha": -2478.81893, "relative_energy_ev": 0.000}

***

Record 3
{"formula": "CH4O3PS", "method": "ωB97M-V/def2-TZVPD", "symbols": ["S", "P", "O", "O", "O", "C", "H", "H", "H", "H"], "xyz": [[-0.534, -0.480, 0.972], [0.996, 1.150, -0.365], [-1.911, -0.801, 1.356], [-0.042, 0.781, 1.592], [0.292, -1.637, 1.153], [-0.404, 0.037, -0.785], [-1.369, 0.513, -0.821], [-0.140, -0.597, -1.637], [1.589, 1.018, -1.725], [1.524, 0.017, 0.261]], "mulliken_charge": [1.023, -0.177, -0.692, -0.595, -0.627, -0.624, 0.288, 0.362, -0.006, 0.047], "total_charge": -1, "gap_ev": 8.7, "energy_ha": -1005.77633, "relative_energy_ev": 3.231}

***

Record 4
{"formula": "C2H5NO4", "method": "ωB97M-V/def2-TZVPD", "symbols": ["O", "O", "O", "O", "N", "C", "C", "H", "H", "H", "H", "H"], "xyz": [[1.539, -2.859, 1.806], [-0.234, -0.316, 0.582], [1.319, -0.611, -1.061], [-1.855, 1.751, 0.411], [-0.188, 1.093, -1.188], [-1.251, 1.756, -0.645], [0.476, -0.001, -0.486], [-0.913, 0.310, 0.897], [1.648, -3.607, 2.504], [0.125, 1.503, -2.053], [-1.662, 2.397, -1.439], [0.614, -2.889, 1.557]], "mulliken_charge": [-0.610, -0.459, -0.484, -0.576, -0.112, 0.158, 0.550, 0.394, 0.306, 0.219, 0.311, 0.303], "gap_ev": 11.5, "energy_ha": -434.93893, "relative_energy_ev": 1.502, "smiles": "O=CNC(=O)O.O"}

***

Computed lowest unoccupied orbital energy, in the same sequence as the records: 0.152, 1.353, 4.141, 0.509 eV.